Record 1
Formula: C50H38Cl4HgN6OS2
Source: the OMol25 dataset
Level of theory: ωB97M-V/def2-TZVPD

Summary:
LUMO level (spin up / spin down): 1.65 / 1.34 eV
Multiplicity: 2
Highest occupied orbital energy (spin up / spin down): -2.5891 / -3.7397 eV
Expectation value of S²: 0.830
Net charge: -1

Each line ends with the Löwdin spin population.
CARTESIAN COORDINATES (ANGSTROEM)
Hg: -0.318 -0.569 0.175  0.008
Cl: -6.965 3.068 5.685  0.001
C: -5.779 2.139 4.836  0.003
C: -4.557 2.688 4.363  0.000
C: -3.581 1.916 3.740  0.005
C: -3.823 0.537 3.475  0.013
C: -5.022 -0.014 3.915  0.005
C: -5.939 0.757 4.659  0.000
C: -2.852 -0.281 2.638  0.122
C: -1.506 -0.337 3.086  -0.003
C: -1.124 0.131 4.390  0.015
C: 0.232 0.290 4.417  -0.021
C: 0.741 -0.154 3.154  0.025
C: 2.060 0.110 2.692  0.018
C: 3.093 0.488 3.727  0.001
C: 3.714 1.753 3.699  0.000
C: 4.654 2.111 4.648  0.001
C: 5.111 1.185 5.631  0.000
Cl: 6.390 1.580 6.739  0.000
C: 4.510 -0.092 5.617  0.001
C: 3.474 -0.395 4.730  0.002
C: 2.469 0.217 1.296  0.074
N: 1.695 0.032 0.173  0.004
C: 2.464 0.236 -0.966  0.035
C: 2.033 0.254 -2.372  0.164
C: 3.061 0.670 -3.411  0.012
C: 3.760 1.887 -3.278  0.016
C: 4.725 2.262 -4.212  -0.001
C: 5.062 1.446 -5.308  0.017
Cl: 6.328 1.867 -6.418  0.005
C: 4.329 0.221 -5.444  -0.003
C: 3.328 -0.122 -4.545  0.014
C: 0.723 -0.157 -2.809  -0.016
C: 0.279 -0.345 -4.139  0.019
C: -1.079 -0.640 -4.102  -0.038
C: -1.504 -0.646 -2.742  0.023
N: -0.376 -0.356 -1.951  0.060
C: -2.849 -0.870 -2.316  -0.004
C: -3.287 -0.808 -0.955  0.059
C: -4.653 -0.902 -0.493  0.045
C: -4.659 -0.801 0.871  0.060
C: -3.295 -0.662 1.289  0.053
N: -2.491 -0.733 0.176  -0.001
C: -3.898 -1.136 -3.399  0.000
C: -3.769 -2.221 -4.272  0.000
C: -4.753 -2.529 -5.215  0.001
C: -5.904 -1.721 -5.369  -0.001
Cl: -7.131 -1.992 -6.572  0.000
C: -5.997 -0.609 -4.495  0.000
C: -5.069 -0.355 -3.494  -0.001
C: 3.799 0.511 -0.519  0.087
C: 3.796 0.467 0.855  0.046
N: -0.323 -0.697 2.427  0.067
H: -4.407 3.766 4.512  0.000
H: -2.666 2.397 3.351  0.000
H: -5.183 -1.074 3.698  0.000
H: -6.823 0.284 5.101  0.000
H: -1.842 0.377 5.153  0.001
H: 0.831 0.704 5.210  -0.002
H: 3.506 2.433 2.881  0.000
H: 5.077 3.109 4.686  0.000
H: 4.842 -0.880 6.321  0.000
H: 3.019 -1.390 4.747  0.001
H: 3.529 2.538 -2.421  0.000
H: 5.283 3.183 -4.056  0.000
H: 4.546 -0.413 -6.277  -0.001
H: 2.751 -1.047 -4.678  0.000
H: 0.878 -0.189 -5.023  0.002
H: -1.708 -0.861 -4.934  -0.003
H: -5.509 -1.038 -1.116  0.001
H: -5.525 -0.802 1.497  0.003
H: -2.865 -2.844 -4.225  0.000
H: -4.678 -3.453 -5.800  0.000
H: -6.846 0.082 -4.608  0.000
H: -5.222 0.447 -2.762  0.000
H: 4.656 0.657 -1.145  0.004
H: 4.653 0.574 1.497  0.001
C: -0.009 4.653 0.148  0.000
S: -0.265 2.985 -0.402  0.000
C: -1.685 3.029 -1.502  0.000
O: -0.780 2.233 0.814  -0.001
H: -0.882 5.038 0.714  0.000
H: 0.139 5.279 -0.730  0.000
H: 0.881 4.679 0.798  0.000
H: -1.588 3.874 -2.189  0.000
H: -2.602 3.061 -0.910  0.000
H: -1.630 2.095 -2.079  0.000
C: 2.161 -3.667 -2.029  0.000
N: 2.368 -3.401 -0.618  0.000
C: 3.699 -3.381 -0.001  0.000
C: 3.423 -3.376 1.522  0.001
N: 1.981 -3.346 1.563  0.000
C: 1.383 -3.445 0.323  0.000
S: -0.240 -3.776 0.052  0.000
H: 2.809 -4.471 -2.399  0.000
H: 2.393 -2.773 -2.589  0.000
H: 1.110 -3.955 -2.180  0.000
H: 4.252 -2.505 -0.328  0.001
H: 4.330 -4.226 -0.301  0.000
H: 3.898 -2.509 2.025  0.000
H: 3.808 -4.273 2.013  0.000
H: 1.421 -3.062 2.367  0.000

=====

Record 2
Formula: C9H36N13O12
Source: the OMol25 dataset
Level of theory: ωB97M-V/def2-TZVPD

Summary:
LUMO level: 2.19 eV
Multiplicity: 1
Highest occupied orbital energy: -7.6438 eV
Net charge: -1

Each line ends with the Mulliken charge.
CARTESIAN COORDINATES (ANGSTROEM)
N: 0.019 0.521 -0.224  0.857
O: -0.298 1.721 -0.368  -0.586
O: -0.718 -0.240 0.428  -0.335
O: 1.131 0.116 -0.651  -0.684
C: -2.188 -3.606 -0.142  -0.741
O: -1.655 -2.497 -0.854  -0.630
H: -3.045 -4.106 -0.579  0.423
H: -1.368 -4.337 -0.019  0.316
H: -2.266 -3.361 0.927  0.166
H: -1.161 -1.964 -0.211  0.237
C: -2.747 -1.164 3.567  -0.284
O: -3.041 0.225 3.759  -0.516
H: -3.472 -1.787 4.097  0.376
H: -2.935 -1.388 2.512  -0.007
H: -1.725 -1.369 3.863  0.134
H: -3.958 0.375 3.517  0.293
C: 1.138 -2.909 2.665  -0.683
O: 1.231 -1.506 2.790  -0.561
H: 0.344 -3.224 3.358  0.297
H: 0.843 -3.239 1.663  0.222
H: 2.051 -3.432 2.943  0.345
H: 0.646 -1.026 2.201  0.257
C: 0.166 3.650 -3.701  0.543
O: 0.501 4.017 -4.824  -0.679
N: -1.036 3.049 -3.441  -0.313
N: 0.918 3.889 -2.581  -0.338
H: -1.375 3.028 -2.495  0.144
H: -1.731 3.091 -4.164  0.217
H: 0.701 3.363 -1.757  0.366
H: 1.700 4.502 -2.705  0.160
C: 2.226 -1.536 -3.575  0.432
O: 2.728 -2.377 -4.325  -0.710
N: 1.209 -1.886 -2.713  -0.222
N: 2.664 -0.253 -3.427  -0.286
H: 1.031 -1.275 -1.922  0.246
H: 0.946 -2.851 -2.755  0.145
H: 3.412 0.073 -4.006  0.191
H: 2.328 0.254 -2.629  0.237
C: 3.114 2.756 1.161  0.404
O: 3.695 3.332 2.087  -0.708
N: 3.571 1.546 0.722  -0.338
N: 2.072 3.228 0.447  0.001
H: 4.178 1.013 1.314  0.176
H: 3.058 1.071 -0.002  0.179
H: 1.841 4.189 0.631  0.251
H: 1.436 2.626 -0.047  -0.263
C: -2.245 4.039 1.756  0.435
O: -2.976 4.984 2.038  -0.706
N: -0.988 4.244 1.238  -0.270
N: -2.551 2.716 1.901  -0.087
H: -0.542 3.437 0.834  0.369
H: -0.594 5.139 1.036  0.209
H: -3.431 2.446 2.284  0.097
H: -1.829 2.062 1.667  0.084
C: 4.369 -3.093 1.023  0.514
O: 4.506 -3.580 2.156  -0.653
N: 4.738 -3.800 -0.086  -0.381
N: 3.837 -1.869 0.790  -0.302
H: 5.003 -4.761 -0.078  0.192
H: 4.899 -3.229 -0.901  0.206
H: 3.547 -1.457 1.668  0.261
H: 3.207 -1.840 0.002  0.154
C: -4.853 -0.527 -1.132  0.435
O: -5.899 -0.072 -1.590  -0.716
N: -4.180 -0.010 -0.068  -0.111
N: -4.226 -1.582 -1.730  -0.301
H: -4.618 0.723 0.455  0.111
H: -3.273 -0.358 0.184  0.083
H: -4.691 -1.859 -2.576  0.163
H: -3.390 -2.057 -1.406  0.487

=====

Record 3
Formula: C5H14N
Source: the OMol25 dataset
Level of theory: ωB97M-V/def2-TZVPD

Summary:
LUMO level: -6.45 eV
Multiplicity: 1
Highest occupied orbital energy: -14.7038 eV
Net charge: +1

Each line ends with the Mulliken charge.
CARTESIAN COORDINATES (ANGSTROEM)
C: 0.017 -0.459 -0.714  -0.207
C: 0.546 0.628 0.120  0.312
C: 1.911 0.288 0.910  -1.195
C: -0.727 0.260 0.773  0.228
C: -1.894 1.193 0.592  -1.213
N: 0.398 -0.634 -2.074  -0.296
H: -2.278 -2.386 3.153  0.219
H: 1.281 -3.116 -0.920  -0.227
H: 0.566 1.807 -0.097  0.337
H: 2.384 0.965 1.618  0.365
H: 2.609 0.212 0.061  0.331
H: 1.664 -0.635 1.331  0.327
H: -0.607 -0.437 1.560  0.420
H: -2.061 -2.232 2.480  -0.219
H: -2.098 1.869 1.423  0.387
H: -2.849 0.542 0.610  0.344
H: -1.784 1.626 -0.445  0.317
H: 0.902 -3.690 -1.279  0.247
H: 0.100 0.026 -2.732  0.267
H: 0.262 -1.567 -2.332  0.257

=====

Taking the records one at a time from the top gives ΔE to the lowest compared entry with this formula, charge and spin values of 0.0 74.3 714.7 kJ/mol.